1.
The following is a DFT calculation (wB97M-V/def2-TZVPD) of a cluster of 9 separate species, H18O9 in total in a non-equilibrium geometry.

CARTESIAN COORDINATES (ANGSTROEM)
O: 0.1225 -2.0842 -2.0981
H: -0.4575 -2.8392 -2.4141
H: -0.4145 -1.8432 -1.3751
O: -0.4545 2.2298 -1.9441
H: -0.2415 1.9508 -0.9351
H: -0.3765 3.2458 -2.3711
O: 0.2775 0.7938 0.5619
H: 0.3225 -0.0972 0.4979
H: -0.1875 0.8828 1.3099
O: -1.4165 3.0858 1.2019
H: -0.5315 3.4908 1.4349
H: -1.6245 3.5288 0.3049
O: -1.7925 0.3758 1.8519
H: -2.1525 1.1568 1.6549
H: -1.3535 0.0138 0.9399
O: 0.2815 -3.1952 0.3469
H: 0.5455 -3.6592 -0.4661
H: 0.7385 -2.4102 0.3459
O: 2.8545 1.5588 0.6469
H: 3.3355 1.2908 -0.1171
H: 1.8765 1.1578 0.5319
O: -1.6925 -1.1472 -0.6421
H: -2.1135 -2.0022 -0.4151
H: -1.7275 -0.5892 -1.2941
O: 1.7635 -1.4792 0.5869
H: 2.6315 -1.7292 0.3039
H: 1.7865 -1.6862 1.5529

Results
**SMILES string**: O.O.O.O.O.O.O.O.O

These are the natural (NBO) partial charges, in e, on atoms 1 to 6: number 1, O, carries -0.960; number 2, H, carries 0.450; number 3, H, carries 0.470; number 4, O, carries -1.051; number 5, H, carries 0.532; number 6, H, carries 0.501


2.
The following is a DFT calculation (wB97M-V/def2-TZVPD) of a cluster of 9 separate species, H18O9 in total.

CARTESIAN COORDINATES (ANGSTROEM)
O: 14.3417 -4.0560 3.3287
H: 15.0230 -3.8536 2.6809
H: 13.7534 -3.2932 3.3174
O: 19.5860 -6.4929 5.1090
H: 19.8595 -7.2158 5.6798
H: 18.8487 -6.0707 5.5739
O: 16.9942 -5.3294 5.6974
H: 16.3928 -6.0806 5.7822
H: 16.5543 -4.7352 5.0810
O: 14.0920 -4.0340 6.0937
H: 13.2862 -4.4838 6.3676
H: 14.2437 -4.3419 5.1843
O: 19.2349 -3.9428 3.1372
H: 18.4084 -3.5831 2.8043
H: 19.6828 -3.1943 3.5420
O: 16.3141 -8.0518 6.1876
H: 16.3744 -8.9983 6.0264
H: 16.6195 -7.9248 7.0936
O: 15.3323 -5.8046 8.4395
H: 14.7510 -6.5508 8.6141
H: 14.8346 -5.2455 7.8274
O: 18.1435 -3.0163 6.9733
H: 18.8903 -2.7593 6.4268
H: 17.6994 -3.7197 6.4770
O: 13.7554 -7.9454 4.6905
H: 14.6599 -7.7254 4.9455
H: 13.5161 -8.6788 5.2629

Results
**SMILES string**: O.O.O.O.O.O.O.O.O

These are the natural (NBO) partial charges, in e, on atoms 1 to 6: number 1, O, carries -0.954; number 2, H, carries 0.483; number 3, H, carries 0.486; number 4, O, carries -0.952; number 5, H, carries 0.454; number 6, H, carries 0.490


So what do the calculations give for HOMO level? Going down the list: -10.48, -10.53 eV.
So what do the calculations give for relative energy (zero: lowest compared OMol25 entry of this formula, charge and spin)? Going down the list: 146.7, 57.3 kcal per mole.
So what do the calculations give for E_tot? Going down the list: -18715.77582, -18719.64909 eV.